Run A
{
  "formula": "C19H26N2O2",
  "method": "ωB97M-V with the def2-TZVPD basis set",
  "symbols": ["C", "C", "C", "N", "C", "C", "C", "C", "C", "C", "C", "O", "C", "O", "N", "C", "C", "C", "C", "C", "C", "C", "C", "H", "H", "H", "H", "H", "H", "H", "H", "H", "H", "H", "H", "H", "H", "H", "H", "H", "H", "H", "H", "H", "H", "H", "H", "H", "H"],
  "coordinates": [[-5.53043, 1.73897, -2.69262], [-4.28920, 1.61872, -2.60587], [-2.86805, 1.63068, -2.50205], [-2.47576, 1.92198, -1.07070], [-1.25100, 2.70669, -1.00430], [-1.53141, 4.21356, -0.93779], [-2.14302, 4.49602, 0.54011], [-1.31952, 3.50496, 1.36286], [-0.74502, 3.60327, 2.67789], [0.01889, 2.54672, 3.12489], [0.02298, 1.40713, 2.35152], [0.58679, 0.29207, 2.90607], [1.88155, 0.09427, 2.59768], [2.64692, 0.98216, 2.20014], [2.36688, -1.19005, 2.59687], [1.53336, -2.31060, 2.95607], [0.56304, -2.63267, 1.87826], [3.75845, -1.52071, 2.17403], [4.00645, -1.32939, 0.68552], [4.95898, -2.33391, 0.11286], [5.05031, -2.24306, -1.44000], [-0.28409, 1.35784, 0.99720], [-0.88429, 2.49874, 0.46432], [-6.58062, 1.78771, -2.94653], [-2.51018, 0.67854, -2.85468], [-2.52092, 2.38562, -3.18135], [-2.58396, 1.11097, -0.46551], [-0.51098, 2.37126, -1.82635], [-2.27562, 4.59312, -1.72216], [-0.72190, 4.85153, -1.00170], [-2.02171, 5.53531, 0.77311], [-3.16448, 4.20073, 0.67464], [-1.06636, 4.47468, 3.31658], [0.52524, 2.68793, 4.09211], [2.08974, -3.25884, 3.19197], [0.88149, -2.06428, 3.84029], [0.97912, -2.38851, 0.90726], [-0.48751, -2.19622, 1.98519], [0.53160, -3.69439, 1.88260], [4.05397, -2.46041, 2.50272], [4.37316, -0.73140, 2.72270], [4.36055, -0.31252, 0.62604], [3.05820, -1.23650, 0.15959], [5.91050, -2.20475, 0.54108], [4.62118, -3.33964, 0.27998], [5.74764, -2.84115, -1.93320], [4.04984, -2.34027, -1.67173], [5.33188, -1.20714, -1.69614], [-0.21302, 0.47488, 0.36022]],
  "lowdin_charge": [0.11, -0.14, -0.23, -0.01, -0.29, -0.10, -0.09, -0.14, -0.01, -0.01, -0.27, 0.07, -0.49, 0.08, -0.05, -0.24, -0.10, -0.12, -0.21, -0.25, -0.08, 0.07, -0.15, 0.02, 0.11, 0.11, 0.12, 0.17, 0.13, 0.08, 0.10, 0.10, 0.13, 0.14, 0.13, 0.13, 0.07, 0.10, 0.05, 0.09, 0.15, 0.11, 0.11, 0.09, 0.10, 0.05, 0.04, 0.08, 0.14],
  "homo_ev": -8.660
}

***

Run B
{
  "formula": "C19H26N2O2",
  "method": "ωB97M-V with the def2-TZVPD basis set",
  "symbols": ["C", "C", "C", "C", "N", "C", "O", "C", "C", "C", "C", "O", "N", "C", "C", "C", "C", "C", "C", "C", "C", "C", "C", "H", "H", "H", "H", "H", "H", "H", "H", "H", "H", "H", "H", "H", "H", "H", "H", "H", "H", "H", "H", "H", "H", "H", "H", "H", "H"],
  "coordinates": [[-5.77389, 3.08022, -1.11242], [-4.60214, 2.76777, -1.64116], [-4.43825, 2.26111, -3.03916], [-3.32114, 2.89059, -0.85539], [-2.72000, 1.59222, -0.61640], [-1.55703, 1.21044, -1.18671], [-0.89387, 1.94236, -1.88934], [-1.11675, -0.20377, -0.81322], [-0.33153, -0.86183, -1.95535], [0.91428, -1.59797, -1.44704], [0.68090, -2.27365, -0.11357], [0.92490, -3.44416, 0.10619], [0.18814, -1.43395, 0.82901], [-0.10234, -1.94686, 2.15340], [1.15421, -2.33551, 2.93574], [2.08145, -1.15721, 3.24720], [2.76484, -0.58614, 2.03548], [3.55758, -1.38943, 1.22298], [4.19143, -0.86318, 0.11276], [4.05518, 0.48039, -0.19824], [3.28504, 1.29387, 0.61350], [2.64559, 0.76151, 1.72116], [-0.21616, -0.10972, 0.43084], [-6.68992, 2.99489, -1.67147], [-5.86508, 3.44912, -0.10446], [-3.89801, 1.31512, -3.03952], [-3.84955, 2.96872, -3.62167], [-5.40097, 2.12043, -3.52230], [-2.58161, 3.46259, -1.42307], [-3.50496, 3.38595, 0.10304], [-3.26698, 0.92881, -0.09102], [-1.99175, -0.80912, -0.55403], [-0.02258, -0.08452, -2.65752], [-0.97844, -1.56125, -2.48667], [1.73391, -0.88882, -1.30959], [1.23370, -2.35133, -2.16648], [-0.72355, -2.84492, 2.04997], [-0.66668, -1.18850, 2.70074], [0.83070, -2.78890, 3.87528], [1.68689, -3.09254, 2.36211], [1.51360, -0.37092, 3.75140], [2.84931, -1.50844, 3.94311], [3.67794, -2.43647, 1.45698], [4.79617, -1.50354, -0.51251], [4.54988, 0.89111, -1.06602], [3.17670, 2.34385, 0.38295], [2.04740, 1.40562, 2.35173], [-0.75217, 0.36429, 1.25620], [0.65530, 0.50941, 0.18962]],
  "lowdin_charge": [0.05, -0.36, -0.05, -0.15, 0.07, -0.48, 0.07, -0.19, -0.12, -0.07, -0.47, 0.06, -0.05, -0.14, -0.17, -0.14, -0.24, -0.04, -0.09, -0.10, -0.09, -0.07, -0.10, 0.06, 0.06, 0.08, 0.09, 0.08, 0.13, 0.12, 0.15, 0.15, 0.11, 0.12, 0.11, 0.13, 0.13, 0.12, 0.11, 0.10, 0.11, 0.12, 0.12, 0.11, 0.10, 0.10, 0.11, 0.13, 0.12],
  "homo_ev": -8.707
}

***

Energy above the most stable structure, in hartree: run A 0.1928; run B 0.0000

***

Run A
{
  "formula": "CH2ClNO",
  "method": "ωB97M-V with the def2-TZVPD basis set",
  "symbols": ["C", "N", "O", "Cl", "H", "H"],
  "coordinates": [[-0.65679, 0.06857, -0.00544], [0.50128, -0.44824, -0.60535], [-0.04521, -1.12585, 0.38450], [2.36800, 0.64602, 0.12425], [-0.59671, 0.89871, 0.68514], [-1.57058, -0.03921, -0.58309]],
  "lowdin_charge": [-0.20, -0.10, -0.02, 0.09, 0.11, 0.12],
  "homo_ev": [-10.392, -10.538]
}

***

Run B
{
  "formula": "CH2ClNO",
  "method": "ωB97M-V with the def2-TZVPD basis set",
  "symbols": ["C", "N", "O", "Cl", "H", "H"],
  "coordinates": [[0.04902, 0.27911, 0.04160], [-1.03507, -0.44189, 0.34931], [-0.65281, -1.94602, -0.53743], [0.03791, 2.08839, 0.17274], [0.72619, 0.08820, -0.75696], [0.87476, -0.06779, 0.73073]],
  "lowdin_charge": [-0.74, 0.16, -0.19, 0.54, 0.08, 0.14],
  "homo_ev": [-11.017, -10.933]
}

***

Run C
{
  "formula": "CH2ClNO",
  "method": "ωB97M-V with the def2-TZVPD basis set",
  "symbols": ["C", "N", "O", "Cl", "H", "H"],
  "coordinates": [[0.16806, -0.43252, -0.04487], [-0.18489, 0.78337, 0.59880], [0.03198, -0.48563, 1.25556], [-1.90011, 1.03994, 0.70967], [-0.35810, -0.96012, -0.90057], [2.24306, 0.05496, -1.61860]],
  "lowdin_charge": [-0.29, -0.42, -0.08, 0.59, 0.11, 0.08],
  "homo_ev": [-10.831, -9.222]
}

***

Run D
{
  "formula": "CH2ClNO",
  "method": "ωB97M-V with the def2-TZVPD basis set",
  "symbols": ["C", "N", "O", "Cl", "H", "H"],
  "coordinates": [[-0.79863, -0.10135, -0.00477], [-1.37404, -0.82840, -0.87793], [-0.91913, -1.09675, 0.80667], [1.96760, 1.08817, -0.31391], [1.57111, -0.00989, 0.34846], [-0.44691, 0.94822, 0.04148]],
  "lowdin_charge": [-0.48, 0.26, 0.00, 0.31, -0.17, 0.07],
  "homo_ev": -10.394
}

***

Energy above the most stable structure, in hartree: run A 0.0180; run B 0.1339; run C 0.1600; run D 0.0000

***

Run A
{
  "formula": "C5H15NO2",
  "method": "ωB97M-V with the def2-TZVPD basis set",
  "symbols": ["C", "N", "C", "C", "C", "C", "H", "H", "H", "H", "H", "H", "H", "H", "H", "H", "H", "O", "H", "H", "O", "H", "H"],
  "coordinates": [[-0.86590, -0.78556, -2.71287], [-0.99007, -0.79305, -1.25303], [-1.19196, 0.55075, -0.67227], [-0.37367, 0.62712, 0.64342], [0.27529, -0.75439, 0.76766], [0.19492, -1.38350, -0.62064], [-1.84698, -0.62618, -3.14630], [-0.49813, -1.76123, -3.00486], [-0.19338, -0.00610, -3.11126], [-1.01844, 1.40895, -1.32278], [-2.23176, 0.54827, -0.36096], [-1.08008, 0.88825, 1.44211], [0.36279, 1.41130, 0.72734], [-0.25349, -1.35360, 1.51208], [1.32970, -0.71974, 1.04790], [1.10458, -1.16672, -1.19461], [0.04543, -2.45840, -0.54401], [1.72897, 3.63412, -0.08830], [1.22284, 2.81623, -0.05112], [2.65822, 3.37478, 0.04197], [0.83526, -1.28437, 4.17346], [0.23440, -1.80020, 3.62251], [0.55147, -0.36675, 4.10458]],
  "lowdin_charge": [-0.10, -0.21, -0.17, -0.16, -0.18, -0.21, 0.08, 0.08, 0.09, 0.11, 0.10, 0.11, 0.07, 0.09, 0.11, 0.11, 0.12, -0.06, -0.01, 0.05, -0.06, 0.02, 0.03],
  "homo_ev": -8.654
}

***

Run B
{
  "formula": "C5H15NO2",
  "method": "ωB97M-V with the def2-TZVPD basis set",
  "symbols": ["C", "N", "C", "C", "C", "O", "C", "H", "H", "H", "H", "H", "H", "H", "H", "H", "H", "H", "H", "H", "H", "H", "O"],
  "coordinates": [[0.89170, -0.99868, -1.37923], [1.31037, 0.17742, -0.71584], [0.53169, 0.62848, 0.26028], [-0.94055, 1.16878, -0.11408], [-0.99383, 1.75394, -1.53458], [-1.94543, 0.19813, -0.07978], [0.53789, -0.47224, 1.34825], [1.04359, -1.89418, -0.75418], [-0.16630, -1.09350, -1.69479], [1.49319, -1.11730, -2.27227], [3.83253, -2.93178, 0.17744], [1.05253, 1.49409, 0.59841], [-1.23604, 1.75390, 0.76454], [-0.62204, 2.77079, -1.53093], [-0.42965, 1.11982, -2.15946], [-2.02509, 1.84005, -1.83855], [-2.08635, 0.02841, 0.92414], [1.49198, -0.57532, 1.82519], [0.16672, -1.40414, 0.93077], [-0.33436, -0.21962, 2.09830], [-2.81994, -0.11554, 2.71489], [3.27885, -2.51504, -0.08842], [-2.03148, 0.40355, 2.51990]],
  "lowdin_charge": [-0.11, 0.16, -0.37, -0.32, -0.01, -0.04, 0.01, 0.09, 0.12, 0.09, 0.03, 0.13, 0.15, 0.09, 0.05, 0.09, 0.05, 0.08, 0.08, 0.10, -0.06, 0.00, -0.39],
  "homo_ev": -8.083
}

***

Energy above the most stable structure, in hartree: run A 0.0000; run B 0.2330